Density functional theory data (ωB97M-V/def2-TZVPD) for C29H26F5N2OPPdSe as an isolated structure.

Properties
- <S²> = 6.068
- 2S+1 = 5
- LUMO level (alpha / beta) (eV) = -5.30 / -8.45
- charge = +2
- energy relative to the best compared isomer or geometry (same formula, charge and spin) (eV) = 0.000
- HOMO energy (alpha / beta) (eV) = -12.034 / -14.890

The geometry in XYZ format:
```
66
C29H26F5N2OPPdSe (ωB97M-V/def2-TZVPD)
C 2.1398 -2.8238 -1.9415
C -2.7885 1.8058 3.5416
O -0.4676 1.7365 -3.3308
H 1.3914 -2.4320 2.7506
H 3.0618 1.5264 -1.0438
N 2.0918 1.6994 -1.2869
F 3.3365 -6.1484 -2.8024
C 4.0755 -4.6786 -1.1308
N 1.3675 2.1991 -0.1490
H -5.9152 -1.2757 -1.8448
H 0.4067 3.8113 1.6684
C 2.1702 2.7309 0.9958
H 3.5425 1.9348 2.4414
H 2.2936 4.7650 0.2379
H -3.3148 0.5478 -4.7249
H 2.0256 2.2988 -2.1040
C -4.0433 -0.5883 -1.0750
C -1.4103 1.1334 -3.0209
C 3.0209 -2.5488 -0.8843
H -2.0433 -0.0889 2.8833
C 2.9590 3.9612 0.5592
C -2.6576 2.5980 0.8766
F 2.9632 -1.3715 -0.2468
Pd 0.6434 0.1277 -0.7331
H 3.5517 4.3341 1.3936
C -2.2498 1.3144 1.2534
C 3.2306 -4.9861 -2.1913
C -2.8129 0.0130 -1.3402
H 0.2589 -0.3437 2.0868
C -0.9650 -1.2955 0.5734
F 4.7827 -3.1650 0.5294
H -3.5527 3.7724 3.9167
H -2.6303 2.8986 -0.1656
C 3.0911 1.6254 1.4999
C -0.6801 -3.6821 0.3666
H -4.2683 -0.8954 -0.0594
Se 0.8006 -1.6722 -2.5180
H 3.9205 1.4176 0.8188
H 0.7229 2.9144 -0.4752
F 4.9766 -5.5429 -0.7394
H -3.4533 4.4668 1.5468
C 0.0156 -1.2743 1.5867
F 1.4727 -4.3725 -3.5840
C -3.1254 3.4777 1.8363
H 2.5362 0.7007 1.6746
C -1.2998 -2.5195 -0.0400
H -2.0550 -2.5408 -0.8156
C -3.1833 3.0839 3.1686
H 0.5904 2.2028 2.3887
C -2.3194 0.9151 2.5891
C -2.5327 0.4600 -2.6858
H 1.6209 3.5424 2.9145
C 0.6447 -2.4510 1.9677
C -3.5157 0.2220 -3.7138
C -4.6875 -0.3963 -3.3945
P -1.6279 0.2658 -0.0447
C -4.9714 -0.8026 -2.0740
H -2.8608 1.4954 4.5752
C 1.1317 3.0898 2.0534
C 2.2812 -4.0653 -2.5861
H -0.9583 -4.6253 -0.0854
H 0.7726 -4.5695 1.6760
C 3.9701 -3.4504 -0.4745
C 0.2963 -3.6495 1.3625
H -5.4191 -0.5671 -4.1726
H 3.6516 3.7349 -0.2544
```

Density functional theory data (ωB97M-V/def2-TZVPD) for C28H52F18N6O13S6 as an isolated structure.

Properties
- LUMO level (eV) = -0.29
- energy relative to the best compared isomer or geometry (same formula, charge and spin) (eV) = 0.000
- HOMO energy (eV) = -8.784

The geometry in XYZ format:
```
123
C28H52F18N6O13S6 (ωB97M-V/def2-TZVPD)
H -6.3109 -1.0974 -4.8357
C 3.4983 2.8729 8.3748
H 5.7417 0.1971 8.4743
F -0.7832 3.0891 -4.2611
H 3.4615 2.9120 4.9352
S 3.7509 1.9902 0.4247
C 5.1301 1.0176 8.0898
F 0.2889 2.3478 -2.5487
F 5.0608 -2.2646 0.0492
H -7.0424 -1.5183 -8.3591
F 4.7873 -2.3908 2.2333
F -4.5593 0.7934 -1.3496
H -4.8655 -1.1792 -2.7758
C -3.5225 -2.8383 -3.1295
H 2.6949 -2.7006 0.0254
S 2.1733 -1.0527 -4.8500
F 4.6606 -1.7429 -4.4313
C 2.5943 2.2371 7.3175
F -1.4352 1.2818 -3.2998
C -6.9495 -1.7470 -7.2996
O 1.4990 -2.3174 -4.9889
H -2.4217 -0.4850 1.1231
H -4.7446 -1.7369 -7.3430
O -4.1936 2.9676 3.6156
C 4.2285 0.3911 7.0654
C 4.0718 2.1382 5.3847
H -2.6641 -2.1892 0.5843
F 1.3768 3.0946 0.9092
H -3.0598 -0.7362 -6.4904
H 3.5367 -0.2533 7.6394
N 3.2975 1.3166 6.3701
C -2.3422 -1.1850 0.2968
C 3.6234 -1.3646 -3.7171
C 2.7987 -0.5451 4.6771
H 3.1112 -1.4256 5.2475
C -2.4896 -3.2911 -4.1827
C -3.9123 -1.3796 -3.2816
H -5.4385 -0.2032 -7.0046
S -4.8398 3.0369 0.0238
C 2.1699 2.1728 1.4080
N -4.2101 -0.9092 -4.6733
C -2.9916 -1.2401 -5.5320
C 1.6710 -1.1506 3.8293
H 2.0662 -1.6059 2.9206
O 5.0853 0.3661 2.7109
C -0.4902 -1.9014 -0.9878
F -6.5320 1.0367 -0.5436
O 1.7653 2.0342 -5.1361
H 5.9222 1.6542 7.6751
H -3.2428 -0.6623 -2.8080
C -5.5129 1.7033 -1.0953
C -4.2475 0.5695 -4.6655
F -2.4479 0.6788 2.9326
H 1.3984 -2.3348 -1.9613
H 1.5531 0.0781 6.3455
C -5.5809 -1.2683 -6.8207
O -5.9418 3.8984 0.3457
N 1.4749 -0.5065 -0.9357
H 5.1559 2.3202 9.7063
F -1.5194 1.6606 1.2776
F 6.7502 -2.0707 1.3481
H -4.9829 0.9969 -3.9822
O -0.1993 0.6495 -5.8390
H -3.1203 -3.0132 -2.1333
C -5.4347 -1.5207 -5.3309
S -3.5728 2.9955 2.3250
H 4.6006 1.4564 4.7252
H -4.4130 -3.4692 -3.1912
H 0.9132 -0.4195 3.5336
H 4.1358 3.5870 7.8421
H 4.6352 -0.4212 6.4687
F 2.4927 2.4267 2.6719
H 3.6933 1.1941 9.6542
O -3.7387 3.5479 -0.7443
H -3.5651 -3.1886 -6.0229
S 0.7551 1.0769 -4.8425
O -3.0860 4.2939 1.9694
H 2.0748 3.0026 6.7516
H -7.6626 -1.0569 -6.8347
F -1.1892 2.4169 3.3074
H 1.4157 -2.2271 1.0770
H 1.9208 1.6325 7.9304
H -3.2541 0.8832 -4.3835
H -1.4916 -3.1419 -3.7617
H -7.1969 -2.7629 -7.0124
H 1.7560 1.2036 4.9493
F 3.3315 -2.2854 -2.7871
H 2.4555 -0.3293 -0.6614
H -0.8905 -1.6289 -1.9876
C 2.2535 0.5140 5.6373
O -0.9522 -1.0886 0.0275
H 1.2587 -3.7525 0.1270
H -2.9546 -0.7769 -0.5116
S 5.2711 0.0689 1.2989
H -0.9692 -2.8936 -0.9224
C 5.4538 -1.7989 1.2465
H 3.5835 -0.1586 4.0314
O 6.5035 0.5563 0.7553
H -1.8103 -2.8912 -6.2055
H 4.8554 2.6391 5.9527
C -2.6793 -2.7246 -5.5740
O 3.4168 2.4372 -0.8912
F -5.9101 2.2924 -2.2229
C -2.0793 1.8878 2.4745
H -2.5713 -4.3800 -4.2484
H 1.1551 -1.9735 4.3282
H 2.9342 3.4140 9.1311
N 4.0169 0.3502 0.3734
N -4.4357 2.1390 1.2607
F 3.9324 -0.2660 -3.0265
H -5.3106 -2.5581 -5.0286
C 4.3739 1.8573 9.1110
H -4.5234 0.9591 -5.6403
H 0.9421 0.0431 -0.2582
N 1.2709 -0.0679 -3.8858
F 1.4858 0.9947 1.3663
H -2.1588 -0.7335 -5.0306
C 1.0070 -1.9277 -1.0346
H 1.4218 -0.1520 -1.8994
C -0.3511 1.9894 -3.6637
O 4.7137 2.7972 1.0985
O 2.7606 -0.5341 -6.0434
C 1.6058 -2.7237 0.1228
```

Density functional theory data (ωB97M-V/def2-TZVPD) for a 8-piece molecular cluster, C40H89F6O28P5S overall.

Properties
- SMILES = CCOC(=O)C(F)(F)F.CCOC(=O)C(F)(F)F.CCOP(=O)(OCC)OCC.CCOP(=O)(OCC)OCC.CCOP(=O)(OCC)OCC.CCOP(=O)(OCC)OCC.CCOP(=O)(OCC)OCC.O=S1(=O)OCCO1
- LUMO level (eV) = 0.47
- HOMO energy (eV) = -10.280

The geometry in XYZ format:
```
169
C40H89F6O28P5S (ωB97M-V/def2-TZVPD)
H -2.5200 -1.9364 2.9136
H -4.2230 1.8271 -3.2153
O 6.3589 2.2414 2.4836
C 0.1185 0.4675 -4.2630
H -1.4824 -5.6170 -1.8438
H 2.8657 1.2203 0.4517
O 3.5199 -0.7059 -3.8281
C -3.6441 2.7393 -3.3410
O 3.7300 -2.8234 -2.3591
H 7.5709 3.9343 5.7317
H 7.5820 -1.6112 -3.4815
O -4.0711 3.5895 -2.2529
H -2.3499 0.9415 0.6205
H 2.5969 3.5365 1.1063
O -5.1995 -0.4119 1.0788
H -0.2086 1.4536 -4.6056
H 4.0528 1.3891 -1.7053
H -6.0498 7.3451 0.2665
H 0.4947 6.0956 -4.2560
H -7.5303 -1.5382 0.8399
C -1.7033 -0.9977 0.0052
H -2.7871 -3.4605 3.6825
C 6.4794 -4.2890 6.1015
H -5.6282 5.9424 1.2955
H 2.2305 -1.0902 4.7849
H 7.5758 6.4194 5.2325
H -2.6214 2.3820 -3.2012
C 2.0919 3.0165 1.9179
O -5.5069 0.9152 3.3270
H -4.8258 3.8272 -4.7310
C 6.6344 4.4478 5.5039
H 5.8594 6.4202 5.2347
O 6.3498 4.1690 4.1160
O 5.7490 -1.4622 -2.6457
F -1.5970 -2.4292 -6.2802
O 5.2387 -2.2979 5.7495
O 0.8339 -1.5324 2.5422
H 5.8425 4.0009 6.1040
C 8.3603 2.8369 1.2899
F -2.9964 -2.7737 -4.7190
H 1.5767 2.1410 1.5192
H 6.3057 -1.2204 -4.6217
C 6.3140 -3.2798 -4.1706
H -6.0130 -2.1416 -1.0300
H -5.0367 -3.4641 3.4845
C -4.7569 5.8533 -0.6763
H 7.0764 -3.6535 -4.8545
H -0.2754 5.5854 -1.8981
O -2.2287 5.2352 -2.4609
H -4.7731 -1.2829 -3.6360
F 7.0860 -3.5089 6.9958
H 5.5020 0.7505 -0.9527
H -1.0842 5.7648 -4.8747
C -5.2657 6.6371 0.5390
C -1.4039 0.4661 0.3812
H -2.6884 -3.3630 1.9407
H -3.5941 -4.7016 -4.1450
C -3.0922 -2.8613 2.8230
O -0.6121 -1.7393 0.4969
O 4.1993 3.3409 3.0958
C 0.2149 0.4220 -2.7454
C -1.3910 -4.5772 -1.5325
O 3.8519 -0.6055 -1.2515
H 0.5487 -4.7019 -2.3751
C 5.4856 -3.4928 5.2092
H -5.7668 -0.2541 -2.6627
H -5.5890 5.2429 -1.0257
H 6.2573 -3.9245 -3.2941
P -2.8651 4.2264 -1.3934
O -0.6136 -0.5852 -4.8638
H -3.3113 3.2360 2.4611
C -4.1778 1.5247 3.2830
H -0.4770 -3.7122 -3.3554
C 3.9400 1.0360 0.4546
H -4.5369 2.4691 1.4033
C 7.7942 2.2271 2.5759
H -3.5193 0.7644 2.8554
H -3.0591 -6.5977 -5.3947
C -5.2070 -2.1378 -1.7689
H -10.0049 -1.8621 1.0902
C -5.6265 -1.2965 -2.9492
F -3.4193 -1.3156 -6.3162
H -1.2038 -4.5064 -0.4621
H 4.3806 2.0146 0.6741
H -4.5048 7.2903 0.9708
H -5.0395 -2.8558 1.7706
H -3.8620 1.6724 4.3133
C -4.0780 -5.6024 -3.7709
H 3.5065 1.4565 2.5109
H 4.2324 0.3178 1.2141
O -4.0505 -5.7615 -2.3349
H -7.9223 -2.4805 2.3269
H 3.2964 -4.1641 0.6767
C -0.2380 -3.9408 -2.3190
C -0.8268 5.1744 -2.7502
H -6.4967 -1.6839 -3.4748
C -4.6029 -2.7706 2.7626
C -3.3490 -6.7974 -4.3608
H -0.7331 0.7043 -2.2902
C 4.1465 -3.5879 -1.2310
C -9.4949 -1.1639 1.7582
C -8.0361 -1.5250 1.8076
C 6.5555 -1.8461 -3.7584
O -5.0278 -3.4925 -2.1978
H 0.6599 -0.4683 -2.2986
H 5.1774 -3.3320 -0.9785
H -9.9198 -1.3580 2.7429
C -3.7867 3.4977 -4.6575
O -0.5879 0.3743 1.5342
C -2.4991 -1.8259 -5.5087
O -7.3048 -0.5948 2.6423
H -4.5435 6.5988 -1.4470
P 4.1342 -1.3138 -2.6557
O 4.9205 -3.9612 4.2798
H -3.8667 -7.7478 -4.2676
H 6.7403 6.2373 6.7573
F 5.8291 -5.2706 6.7175
H 4.6271 -0.4533 5.0453
C -0.5525 6.0285 -3.9595
H 0.9666 1.1628 -2.4524
H 9.4408 2.9397 1.3275
C 3.1254 2.4205 2.8597
H 2.1048 -3.8004 -0.6042
O 5.4251 1.8741 4.8711
C 3.0529 -3.5077 -0.1601
C 2.8275 -1.5938 5.5437
O -5.0417 -1.5190 3.3819
H 7.8150 3.7573 1.0901
O -2.5681 -3.8088 -1.8615
H -3.5186 2.8637 -5.5032
H -1.7209 -1.1139 -1.0799
O -3.6033 5.1144 -0.3102
C -1.9181 -0.6711 -4.6524
H -5.0875 3.4154 2.7936
P -3.9873 -4.4314 -1.4540
H -0.8091 0.9538 -0.3892
H 2.5772 -1.1064 6.4899
H -3.2230 4.4251 -4.7388
H -4.3401 -1.6825 -1.2881
H 1.3098 3.6251 2.3654
H 4.2827 -1.7639 4.0400
H 8.0960 2.1467 0.4838
H -5.1322 -5.6030 -4.0482
P -5.7336 -0.3927 2.4535
H -2.3822 -6.8618 -3.8538
H 2.7196 2.2338 3.8611
H 2.9995 -2.4858 0.2134
F 7.4382 -4.8344 5.3353
H 8.1240 1.2059 2.7646
O -1.9155 3.2503 -0.9042
H 1.1172 0.2929 -4.6716
H 5.3701 -3.3283 -4.7155
H -9.6870 -0.1623 1.3807
H 4.2201 -4.6434 -1.5127
H 0.2008 -3.0978 -1.7872
C 6.7183 5.9403 5.7099
P 5.5657 2.8174 3.7371
H 8.2344 2.8094 3.3867
H -0.8641 7.0398 -3.6860
O 1.5639 -0.3557 0.4965
O -2.5209 0.0733 -3.9498
H -2.6511 -1.3207 0.4378
H 2.5254 -2.6307 5.6971
C 4.2656 -1.4816 5.0994
C -4.2969 2.7669 2.4234
H -0.4769 4.1409 -2.7993
C 4.4114 0.6844 -0.9525
O -4.1566 -4.5918 0.0015
S 0.5029 -0.8527 1.3369
```

Number 1: maximum force 0.33 eV/Å, calculated total energy -4674.744591 a.u.. Number 2: maximum force 2.65 eV/Å, calculated total energy -6591.282658 a.u.. Number 3: maximum force 2.79 eV/Å, calculated total energy -6388.921825 a.u..